Entry from the OMol25 dataset: C5H9NO3 as an isolated structure at a distorted geometry (ωB97M-V/def2-TZVPD).

Kohn-Sham gap   7.46 eV
LUMO level   -0.67 eV
2S+1   1
HOMO level   -8.13 eV

Geometry as XYZ:
```
18
C5H9NO3 | the OMol25 dataset | ωB97M-V/def2-TZVPD
C 0.482 -2.212 0.819
C 0.278 -1.253 -0.316
O -1.431 -0.556 0.042
O -2.035 -0.213 -1.229
O 0.474 -1.531 -1.481
H -1.335 -0.443 -1.866
H 0.512 -1.673 1.765
H 1.439 -2.731 0.718
H -0.327 -2.939 0.869
C -0.470 1.066 0.710
C 1.625 1.058 -0.564
C -0.894 2.271 0.258
N 0.827 0.468 0.228
H -0.661 0.768 1.737
H 2.020 0.544 -1.440
H 1.981 2.053 -0.283
H -0.781 2.586 -0.772
H -1.703 2.739 0.804
```

=====

Entry from the OMol25 dataset: a 2-piece molecular cluster, C4H13NSi2 overall at a distorted geometry (ωB97M-V/def2-TZVPD).

Kohn-Sham gap (alpha / beta)   7.05 / 6.41 eV
LUMO level (alpha / beta)   -0.12 / -0.53 eV
2S+1   1
HOMO level (alpha / beta)   -7.18 / -6.94 eV

Geometry as XYZ:
```
20
C4H13NSi2 | the OMol25 dataset | ωB97M-V/def2-TZVPD
C -3.085 0.140 -0.038
C -2.658 -0.768 1.100
C -2.111 1.277 -0.145
C 4.987 -0.297 -1.583
N -1.864 0.047 1.956
Si -1.550 1.694 1.560
Si 3.153 -0.909 -1.202
H -3.460 -0.363 -0.840
H -3.882 0.705 0.298
H -3.488 -1.095 1.729
H -2.099 -1.597 0.783
H -1.220 1.030 -0.864
H -2.541 2.009 -0.817
H 5.253 0.560 -0.962
H 5.589 -1.130 -1.318
H 5.230 0.020 -2.619
H -1.505 -0.325 2.825
H 0.080 1.663 1.714
H 2.117 -0.211 -0.310
H 3.054 -2.450 -1.267
```

=====

Entry from the OMol25 dataset: C21H32Cl3CoN4O2P as an isolated structure (ωB97M-V/def2-TZVPD).

Kohn-Sham gap (alpha / beta)   7.99 / 7.34 eV
Expectation value of S²   6.047
LUMO level (alpha / beta)   -1.90 / -3.60 eV
2S+1   5
HOMO level (alpha / beta)   -9.88 / -10.93 eV
Charge   +1

Geometry as XYZ:
```
64
C21H32Cl3CoN4O2P | the OMol25 dataset | ωB97M-V/def2-TZVPD
Co 0.195 0.414 0.352
C 2.611 0.817 -1.109
N 2.189 1.011 0.297
C 3.022 0.153 1.163
C 2.313 2.441 0.681
C -0.094 3.291 0.285
C -0.870 4.543 0.284
C -2.050 4.625 -0.343
C -2.733 3.449 -0.838
C -2.204 2.228 -0.674
C -0.827 2.026 -0.224
H 3.653 1.122 -1.246
H 1.972 1.406 -1.762
H 2.519 -0.240 -1.358
H 4.083 0.344 0.982
H 2.809 -0.895 0.947
H 2.803 0.348 2.210
H 2.568 3.003 -0.210
H 3.143 2.544 1.385
H -0.479 5.414 0.795
H -2.563 5.578 -0.384
H -3.743 3.557 -1.217
H -2.822 1.353 -0.844
Cl 0.578 5.375 5.393
C 0.821 4.551 3.917
C 0.426 3.205 3.793
C 0.592 2.554 2.623
Cl 0.110 0.857 2.663
C 1.083 3.168 1.317
O 0.184 2.782 -1.007
C 1.593 4.564 1.652
Cl 2.327 5.442 0.357
C 1.436 5.202 2.832
H 0.007 2.691 4.649
H 1.787 6.220 2.944
C -2.840 -1.605 0.155
N -1.993 -2.780 -0.035
C -2.697 -4.055 0.065
P -0.510 -2.640 -0.713
O 0.246 -1.491 -0.087
N -0.673 -2.414 -2.324
C -1.863 -2.784 -3.080
C 0.527 -2.197 -3.132
N 0.331 -4.018 -0.464
C 0.324 -5.141 -1.394
C 0.801 -4.338 0.883
H -3.255 -1.602 1.164
H -3.670 -1.596 -0.558
H -2.267 -0.691 0.016
H -3.142 -4.152 1.056
H -2.011 -4.885 -0.082
H -3.498 -4.131 -0.677
H -2.711 -2.918 -2.415
H -1.711 -3.710 -3.644
H -2.110 -1.992 -3.788
H 1.400 -2.082 -2.493
H 0.418 -1.297 -3.739
H 0.702 -3.045 -3.800
H -0.146 -4.860 -2.332
H -0.219 -5.995 -0.978
H 1.346 -5.461 -1.604
H 0.774 -3.452 1.513
H 1.829 -4.699 0.841
H 0.181 -5.115 1.341
```

=====

Entry from the OMol25 dataset: a 2-piece molecular cluster, C34H32N3O4 overall at a distorted geometry (ωB97M-V/def2-TZVPD).

Kohn-Sham gap   4.28 eV
LUMO level   1.97 eV
2S+1   1
HOMO level   -2.31 eV
Charge   -1

Geometry as XYZ:
```
73
C34H32N3O4 | the OMol25 dataset | ωB97M-V/def2-TZVPD
C 3.642 -3.625 -0.365
C 3.750 -2.883 0.971
C 4.993 -3.365 1.724
O 3.954 -1.467 0.717
C 2.833 -0.742 0.402
O 2.884 0.396 -0.034
C 1.516 -1.366 0.595
C 0.431 -0.750 0.060
C -0.954 -1.203 0.097
C -1.299 -2.537 -0.139
C -2.591 -2.988 -0.021
C -3.620 -2.088 0.333
N -4.933 -2.538 0.475
C -5.308 -3.939 0.195
C -4.158 -4.909 0.467
C -2.871 -4.447 -0.227
C -6.035 -1.614 0.812
C -5.543 -0.447 1.666
C -4.348 0.246 0.990
C -3.292 -0.730 0.549
C -1.989 -0.314 0.403
C 1.437 -2.530 1.491
O 0.363 -2.845 1.973
O 2.591 -3.218 1.778
H 2.769 -3.281 -0.915
H 4.525 -3.440 -0.978
H 3.532 -4.696 -0.192
H 5.080 -2.817 2.658
H 4.929 -4.427 1.956
H 5.888 -3.168 1.137
H 0.639 0.168 -0.467
H -0.522 -3.240 -0.382
H -6.192 -4.191 0.789
H -5.624 -3.999 -0.851
H -3.984 -4.971 1.547
H -4.426 -5.926 0.154
H -2.924 -4.640 -1.305
H -2.009 -5.017 0.140
H -6.470 -1.253 -0.124
H -6.831 -2.175 1.312
H -6.359 0.258 1.868
H -5.233 -0.825 2.647
H -4.687 0.807 0.112
H -3.894 0.983 1.666
H -1.741 0.713 0.593
C 5.671 4.149 -2.494
C 5.304 4.274 -1.167
C 4.017 4.006 -0.763
C 3.049 3.602 -1.696
C 1.668 3.292 -1.368
N 0.954 2.577 -2.276
C -0.326 2.749 -2.543
C -1.035 1.955 -3.380
N -1.675 1.277 -4.104
C 1.039 3.732 -0.132
C 1.438 4.892 0.546
C 0.773 5.310 1.672
C -0.291 4.578 2.171
C -0.693 3.422 1.531
C -0.048 3.016 0.388
C 3.451 3.460 -3.028
C 4.733 3.741 -3.423
H 6.692 4.329 -2.794
H 6.041 4.575 -0.439
H 3.778 4.053 0.286
H -0.782 3.667 -2.200
H 2.236 5.490 0.142
H 1.074 6.225 2.156
H -0.814 4.926 3.046
H -1.516 2.843 1.924
H -0.381 2.142 -0.138
H 2.719 3.116 -3.734
H 5.006 3.641 -4.459
```

=====

Entry from the OMol25 dataset: an isolated ion of composition C6H12N3 and charge +1 at a distorted geometry (ωB97M-V/def2-TZVPD).

Kohn-Sham gap (alpha / beta)   9.77 / 4.47 eV
LUMO level (alpha / beta)   -3.51 / -6.13 eV
2S+1   1
HOMO level (alpha / beta)   -13.28 / -10.59 eV
Charge   +1

Geometry as XYZ:
```
21
C6H12N3 | the OMol25 dataset | ωB97M-V/def2-TZVPD
C 1.076 -1.766 0.771
C 0.334 -0.802 -0.013
C 0.557 0.672 0.296
C 2.123 -3.393 2.211
C -0.644 1.569 -0.134
C -0.308 2.200 -1.502
N 1.480 -2.591 1.493
N -1.760 0.833 0.066
N -2.588 0.657 -0.916
H 0.439 -1.047 -0.991
H -0.796 -0.963 0.103
H 0.729 0.888 1.364
H 1.594 1.043 -0.188
H 1.800 -3.456 3.261
H 2.613 -4.228 1.807
H -0.592 2.384 0.503
H -0.451 1.553 -2.441
H 0.765 2.494 -1.539
H -0.797 3.156 -1.558
H -2.210 0.790 -1.837
H -3.364 0.007 -0.755
```

=====

Entry from the OMol25 dataset: C18H43AgO10 as an isolated structure at a distorted geometry (ωB97M-V/def2-TZVPD).

Kohn-Sham gap (alpha / beta)   3.93 / 7.38 eV
Expectation value of S²   2.008
LUMO level (alpha / beta)   0.80 / -1.52 eV
2S+1   3
HOMO level (alpha / beta)   -3.13 / -8.90 eV

Geometry as XYZ:
```
72
C18H43AgO10 | the OMol25 dataset | ωB97M-V/def2-TZVPD
Ag -3.587 -0.422 0.441
O -2.440 -0.118 -1.322
H -1.666 -0.322 -1.882
C -5.395 -3.118 0.599
O -4.707 -2.105 -0.190
C -5.337 -1.847 -1.524
C -6.166 -0.569 -1.471
O -5.429 0.348 -0.582
C -5.850 1.755 -0.665
C -5.110 2.483 0.458
O -3.670 2.155 0.518
C -2.846 2.945 -0.428
H -4.915 -3.031 1.574
H -5.331 -4.093 0.116
H -6.446 -2.898 0.785
H -5.990 -2.648 -1.872
H -4.673 -1.611 -2.355
H -7.060 -0.890 -0.936
H -6.474 -0.076 -2.393
H -6.899 2.043 -0.587
H -5.432 2.175 -1.579
H -5.652 2.226 1.368
H -5.339 3.544 0.563
H -2.811 3.996 -0.141
H -3.185 3.115 -1.450
H -1.907 2.394 -0.387
C 3.646 2.124 3.338
O 2.806 0.940 3.670
C 2.487 1.041 5.087
C 1.114 0.273 5.215
O 0.185 0.909 4.371
C -1.165 0.437 4.303
C -1.895 1.021 3.108
O -1.807 0.424 1.730
C -0.429 0.291 1.400
H 3.057 3.038 3.275
H 3.952 1.911 2.313
H 4.464 2.199 4.054
H 2.479 2.010 5.585
H 3.141 0.400 5.679
H 0.755 0.413 6.235
H 1.018 -0.776 4.933
H -1.681 0.570 5.254
H -1.213 -0.644 4.170
H -1.707 2.094 3.070
H -2.940 0.916 3.398
H -0.379 -0.090 0.380
H 0.186 -0.463 1.892
H -0.046 1.309 1.328
C 0.825 -0.488 -3.176
O 2.052 -0.036 -3.688
C 3.145 -0.161 -2.812
C 3.775 -1.565 -2.774
O 4.276 -1.975 -4.003
C 5.515 -1.405 -4.469
C 6.720 -1.743 -3.598
O 6.843 -1.110 -2.364
C 8.123 -1.446 -1.848
H 0.693 -0.063 -2.181
H 0.834 -1.578 -3.182
H -0.006 -0.116 -3.776
H 2.937 0.114 -1.779
H 3.871 0.554 -3.199
H 3.072 -2.351 -2.500
H 4.609 -1.646 -2.077
H 5.489 -0.320 -4.577
H 5.623 -1.653 -5.525
H 7.544 -1.314 -4.169
H 6.756 -2.830 -3.669
H 8.990 -1.122 -2.424
H 8.304 -2.519 -1.786
H 8.295 -1.008 -0.865
```

=====

Entry from the OMol25 dataset: C3H13N4 as an isolated structure at a distorted geometry (ωB97M-V/def2-TZVPD).

Kohn-Sham gap   9.84 eV
LUMO level   -3.60 eV
2S+1   1
HOMO level   -13.44 eV
Charge   +1

Geometry as XYZ:
```
20
C3H13N4 | the OMol25 dataset | ωB97M-V/def2-TZVPD
C 0.347 3.244 1.632
C 0.328 1.748 1.909
C 0.514 0.854 0.931
N 0.702 0.098 -0.083
N -2.281 -0.828 -1.100
N -1.111 -1.434 -0.721
N 1.879 -2.174 -1.397
H -0.317 3.570 0.786
H -0.158 3.971 2.331
H 1.359 3.565 1.290
H -1.345 -1.972 0.234
H 0.068 1.475 2.906
H -0.221 -0.541 -0.269
H 1.547 -0.294 -0.598
H -3.126 -1.598 -1.045
H -2.513 -0.011 -0.447
H -0.888 -2.213 -1.466
H 1.280 -2.929 -1.035
H 1.306 -1.820 -2.087
H 2.631 -2.713 -1.771
```